1.
The following is a quantum chemistry calculation of a 2-piece molecular cluster, C5H11NO9 overall, from OMol25.

Computed properties:
ΔE to the lowest compared entry with this formula, charge and spin = 0.0 kJ/mol
SMILES = C[C@@](O)(CO[N+](=O)[O-])[C@@H](CO)OO.O=O
2S+1 = 1
LUMO level (alpha / beta) = -1.8 / -1.7 eV
Frontier orbital gap (alpha / beta) = 8.59 / 8.60 eV

Each line ends with the natural charge from an NBO analysis.
Element x y z (Å)
1 C 0.89 -1.82 -1.13  -0.627
2 C 0.30 -1.06 0.06  0.235
3 C 1.24 0.05 0.60  -0.122
4 O 2.52 -0.50 0.75  -0.356
5 N 3.39 0.59 1.31  0.708
6 O 4.56 0.28 1.43  -0.310
7 O 2.80 1.63 1.56  -0.350
8 C -1.07 -0.44 -0.39  0.045
9 C -1.83 0.23 0.76  -0.099
10 O -2.14 -0.79 1.73  -0.749
11 O -0.84 0.48 -1.45  -0.291
12 O -2.17 0.73 -2.10  -0.457
13 O 0.11 -2.02 1.09  -0.736
14 H 1.03 -1.15 -1.98  0.217
15 H 1.85 -2.28 -0.86  0.234
16 H 0.20 -2.62 -1.42  0.221
17 H 1.27 0.90 -0.10  0.198
18 H 0.88 0.38 1.59  0.197
19 H -1.67 -1.29 -0.75  0.203
20 H -1.20 1.02 1.19  0.172
21 H -2.74 0.66 0.34  0.198
22 H -2.74 -0.43 2.40  0.494
23 H -0.72 -1.78 1.57  0.502
24 H -1.88 1.39 -2.77  0.473
25 O -1.38 4.16 -2.17  -0.010
26 O -0.69 3.70 -1.25  0.011


2.
The following is a quantum chemistry calculation of C2H3O6PS as an isolated structure, from OMol25.

Computed properties:
Net charge = -2
ΔE to the lowest compared entry with this formula, charge and spin = 23.9 kJ/mol
2S+1 = 1
LUMO level = 6.5 eV
Frontier orbital gap = 7.92 eV

Each line ends with the natural charge from an NBO analysis.
Element x y z (Å)
1 C -2.06 0.02 0.54  -0.493
2 C -1.06 -0.01 -0.23  -0.500
3 O 0.23 2.13 -1.38  -1.191
4 O 1.71 0.59 -0.02  -0.972
5 O -0.03 2.02 1.19  -1.197
6 O 1.71 -1.34 -1.57  -1.048
7 O 2.94 -1.46 0.46  -1.049
8 O 0.48 -1.57 0.52  -0.997
9 P 0.23 1.30 -0.10  2.310
10 S 1.66 -1.02 -0.13  2.543
11 H -2.81 -0.64 0.36  0.158
12 H -1.98 0.80 1.35  0.221
13 H -1.02 -0.79 -0.99  0.214


3.
The following is a quantum chemistry calculation of C31H26CrF5N4OP as an isolated structure, from OMol25.

Computed properties:
Net charge = +1
ΔE to the lowest compared entry with this formula, charge and spin = 60.4 kJ/mol
2S+1 = 2
LUMO level (alpha / beta) = -2.5 / -2.4 eV
Frontier orbital gap (alpha / beta) = 8.13 / 7.19 eV

Each line ends with the natural charge from an NBO analysis.
Element x y z (Å)
1 Cr -0.13 1.04 -0.71  0.805
2 N -0.33 -0.39 2.57  -0.906
3 P 0.21 -0.68 0.97  1.151
4 C 1.78 -1.57 1.16  -0.382
5 C 1.87 -2.76 1.90  -0.178
6 C 3.09 -3.39 2.07  -0.208
7 C 4.24 -2.83 1.52  -0.178
8 C 4.18 -1.64 0.82  -0.202
9 C 2.95 -1.01 0.65  -0.170
10 C -1.02 -1.95 0.49  -0.393
11 C -2.36 -1.55 0.49  -0.228
12 C -3.36 -2.39 0.02  -0.187
13 C -3.03 -3.65 -0.47  -0.190
14 C -1.70 -4.05 -0.49  -0.219
15 C -0.70 -3.21 -0.02  -0.147
16 C 0.18 0.61 3.37  0.379
17 C -0.44 0.94 4.58  -0.313
18 C 0.09 1.97 5.32  -0.151
19 C 1.20 2.66 4.84  -0.301
20 C 1.74 2.25 3.64  0.070
21 N 1.25 1.24 2.91  -0.484
22 H -1.11 -0.93 2.92  0.419
23 H 0.98 -3.18 2.35  0.219
24 H 3.15 -4.30 2.65  0.226
25 H 5.20 -3.33 1.66  0.226
26 H 5.08 -1.19 0.42  0.222
27 H 2.90 -0.06 0.14  0.201
28 H -2.63 -0.56 0.85  0.207
29 H -4.39 -2.07 0.03  0.226
30 H -3.80 -4.31 -0.84  0.230
31 H -1.44 -5.03 -0.88  0.228
32 H 0.33 -3.53 -0.06  0.223
33 H -1.30 0.38 4.93  0.224
34 H -0.36 2.24 6.26  0.229
35 H 1.64 3.48 5.40  0.235
36 H 2.62 2.74 3.23  0.203
37 N -2.24 3.00 2.39  -0.757
38 C -1.99 2.60 1.15  0.715
39 O -0.89 2.08 0.88  -0.699
40 C -3.04 2.77 0.10  -0.489
41 C -2.37 3.20 -1.21  -0.411
42 H -1.52 2.88 3.10  0.428
43 H -3.09 3.47 2.63  0.413
44 H -3.78 3.51 0.41  0.232
45 H -3.57 1.82 -0.03  0.248
46 H -1.75 4.08 -1.02  0.240
47 H -3.14 3.51 -1.92  0.242
48 C 2.44 -1.59 -3.89  -0.135
49 C 1.16 -1.97 -3.53  -0.227
50 C 0.48 -1.23 -2.58  0.034
51 N 1.00 -0.14 -2.00  -0.505
52 C 2.24 0.23 -2.37  0.041
53 C 2.98 -0.46 -3.30  -0.232
54 H 3.00 -2.15 -4.63  0.238
55 H 0.68 -2.84 -3.97  0.240
56 H -0.53 -1.51 -2.29  0.219
57 H 2.62 1.13 -1.91  0.207
58 H 3.97 -0.11 -3.55  0.242
59 F -3.35 0.72 -2.33  -0.315
60 C -2.13 1.16 -2.69  0.353
61 C -1.49 2.15 -1.87  -0.299
62 C -0.17 2.50 -2.32  0.239
63 F 0.38 3.66 -1.83  -0.344
64 C 0.27 2.20 -3.65  0.313
65 F 1.39 2.75 -4.11  -0.280
66 C -0.39 1.27 -4.37  0.247
67 F 0.06 0.83 -5.55  -0.281
68 C -1.60 0.72 -3.86  0.279
69 F -2.20 -0.24 -4.58  -0.284


4.
The following is a quantum chemistry calculation of C25H17Cl2O2PPt as an isolated structure, from OMol25.

Computed properties:
ΔE to the lowest compared entry with this formula, charge and spin = 302.0 kJ/mol
2S+1 = 1
LUMO level (alpha / beta) = -1.5 / -1.5 eV
Frontier orbital gap (alpha / beta) = 6.19 / 6.20 eV

Each line ends with the natural charge from an NBO analysis.
Element x y z (Å)
1 Pt -0.69 -1.33 0.83  0.885
2 Cl -7.75 0.00 3.24  -0.002
3 C -6.08 0.00 2.77  -0.110
4 C -5.26 1.05 3.21  -0.186
5 C -3.93 1.05 2.90  -0.121
6 Cl -2.89 2.32 3.42  0.026
7 C -3.30 -0.02 2.17  0.434
8 O -2.05 -0.01 2.05  -0.712
9 C -4.20 -1.01 1.64  -0.317
10 C -3.76 -2.02 0.73  0.438
11 O -2.62 -2.25 0.30  -0.659
12 C -5.57 -0.98 1.97  -0.146
13 H -5.69 1.85 3.80  0.240
14 H -4.57 -2.65 0.34  0.136
15 H -6.22 -1.77 1.59  0.222
16 C 1.55 -3.13 -3.59  -0.215
17 C 0.66 -2.12 -3.88  -0.189
18 C 0.47 -1.09 -2.98  -0.250
19 C 1.15 -1.08 -1.76  -0.241
20 C 2.08 -2.09 -1.49  -0.253
21 C 2.28 -3.10 -2.41  -0.202
22 P 0.67 0.23 -0.58  0.875
23 C 1.38 1.70 -1.44  -0.337
24 C 2.60 1.62 -2.11  -0.200
25 C 3.16 2.77 -2.63  -0.208
26 C 2.51 3.99 -2.50  -0.196
27 C 1.28 4.06 -1.86  -0.227
28 C 0.72 2.91 -1.33  -0.134
29 C 1.75 0.03 0.87  -0.404
30 C 2.85 0.74 1.32  -0.200
31 C 3.42 0.36 2.53  -0.219
32 C 2.92 -0.73 3.22  -0.197
33 C 1.79 -1.41 2.78  -0.262
34 C 1.16 -1.02 1.61  -0.122
35 H 1.68 -3.95 -4.28  0.215
36 H 0.10 -2.13 -4.81  0.216
37 H -0.23 -0.29 -3.19  0.215
38 H 2.64 -2.07 -0.57  0.228
39 H 3.00 -3.88 -2.20  0.216
40 H 3.10 0.66 -2.22  0.227
41 H 4.11 2.72 -3.14  0.218
42 H 2.96 4.88 -2.90  0.217
43 H 0.77 5.01 -1.77  0.219
44 H -0.24 2.94 -0.82  0.215
45 H 3.22 1.60 0.78  0.223
46 H 4.25 0.93 2.93  0.215
47 H 3.40 -1.03 4.14  0.215
48 H 1.41 -2.24 3.36  0.215


5.
The following is a quantum chemistry calculation of a 3-piece molecular cluster, C2H12N3O2 overall, from OMol25.

Computed properties:
Net charge = +1
ΔE to the lowest compared entry with this formula, charge and spin = 132.0 kJ/mol
2S+1 = 1
LUMO level = -3.0 eV
Frontier orbital gap = 10.77 eV

Each line ends with the natural charge from an NBO analysis.
Element x y z (Å)
1 C -0.02 -2.00 0.74  -0.406
2 N -0.54 -0.85 -0.12  -0.636
3 C 0.07 -0.41 -1.28  0.689
4 N -0.75 -0.04 -2.26  -0.730
5 N 1.40 -0.30 -1.21  -0.773
6 H -0.92 -2.63 0.74  0.234
7 H 0.43 -1.64 1.65  0.215
8 H 0.69 -2.51 0.24  0.203
9 H -1.12 -0.26 0.40  0.446
10 H -1.76 -0.07 -2.17  0.438
11 H -0.41 0.42 -3.05  0.410
12 H 2.11 -0.20 -1.96  0.430
13 H 1.84 -0.22 -0.26  0.453
14 H -1.25 2.08 1.40  0.507
15 H -2.73 1.47 1.14  0.490
16 O -1.82 1.24 1.28  -0.975
17 H 1.92 1.65 2.27  0.497
18 H 1.52 2.61 1.06  0.487
19 O 1.35 1.66 1.39  -0.979